Density functional theory data (the ωB97M-V functional and the def2-TZVPD basis) for one molecule with the formula C4H6N2S.

Net charge = 0
Kohn-Sham gap = 8.71 eV
Energy relative to the best compared isomer or geometry (same formula, charge and spin) = 372.71 kJ/mol

CARTESIAN COORDINATES (ANGSTROEM)
H 0.57434 2.71053 0.23011
N 0.75132 1.75720 -0.30047
C -0.35926 1.26759 0.07941
N -0.56498 -0.15470 -0.04321
C 0.63262 -0.99814 0.04095
C 1.92413 -0.70377 -0.01987
C -1.76500 -0.73995 -0.28921
S -3.13518 0.11516 -0.02234
H -1.27928 1.83515 0.72340
H 0.17228 -1.98317 0.59617
H 2.04754 0.32068 -0.49964
H 2.58342 -1.48859 0.20097
H -1.58196 -1.93798 -0.69628

Density functional theory data (the ωB97M-V functional and the def2-TZVPD basis) for one molecule with the formula C4H6N2S2.

Net charge = 0
Kohn-Sham gap = 8.40 eV
Energy relative to the best compared isomer or geometry (same formula, charge and spin) = 379.73 kJ/mol

CARTESIAN COORDINATES (ANGSTROEM)
C -2.77878 -0.39488 -0.59378
C -1.46538 0.17637 -0.03037
N -0.86883 1.27020 -0.51153
S 0.56946 1.60912 0.29729
C 1.86500 0.47172 -0.27490
S 1.29440 -1.36771 -0.47496
N 0.17454 -1.36522 0.92122
C -0.84711 -0.63300 0.99244
H -3.40035 0.53975 -0.90838
H -2.57614 -1.22662 -1.32709
H -3.37791 -0.88318 0.41147
H 2.54159 0.80183 -1.23686
H 2.56387 0.76008 0.56781
H -1.35522 -0.91070 1.90753

Density functional theory data (the ωB97M-V functional and the def2-TZVPD basis) for one molecule with the formula C4H6N2S2.

Net charge = 0
Kohn-Sham gap = 8.46 eV
Energy relative to the best compared isomer or geometry (same formula, charge and spin) = 239.38 kJ/mol

CARTESIAN COORDINATES (ANGSTROEM)
C 1.30450 0.03342 -1.69718
N 2.02770 0.12203 -0.50384
S 1.21997 1.64431 0.68289
C -0.19291 0.75095 1.09140
N -0.14493 -0.41301 1.63464
C -1.42010 -1.05725 1.59212
C -2.40207 -0.30256 1.02918
S -1.81497 1.22457 0.50957
H 0.29537 -0.28357 -1.61078
H 1.27818 0.94663 -2.22652
H 1.83221 -0.58192 -2.49346
H 2.91339 0.52523 -0.74582
H -1.49450 -2.00209 2.03024
H -3.40186 -0.60675 0.70756

Density functional theory data (the ωB97M-V functional and the def2-TZVPD basis) for a 2-piece molecular cluster, C4H6N2S2 overall.

Net charge = 0
Kohn-Sham gap = 8.04 eV
Energy relative to the best compared isomer or geometry (same formula, charge and spin) = 257.98 kJ/mol

CARTESIAN COORDINATES (ANGSTROEM)
C -2.12206 -0.73262 -1.20993
N -1.27299 0.20498 -1.56593
S -0.26731 0.25070 -2.85100
H -2.87443 -0.59399 -0.39615
H -2.27752 -1.64998 -1.77586
H -1.28619 0.81671 -0.81155
C 1.52489 1.27147 1.16314
C 2.86127 1.30727 0.95880
S 3.35435 0.00391 -0.08892
C 1.66803 -0.37960 -0.23609
N 0.86376 0.34169 0.46549
H 1.17399 2.01788 1.86275
H 3.44416 2.01190 1.44876
H 1.17294 -1.11268 -0.92813

Density functional theory data (the ωB97M-V functional and the def2-TZVPD basis) for a 2-piece molecular cluster, C4H6N3 overall.

Net charge = +1
Kohn-Sham gap (alpha / beta) = 8.96 / 4.84 eV
Energy relative to the best compared isomer or geometry (same formula, charge and spin) = 535.85 kJ/mol

CARTESIAN COORDINATES (ANGSTROEM)
C -2.53793 -0.20175 0.24691
C -1.74629 0.35822 1.25719
C -0.64927 -0.58680 -1.04603
C 3.22954 0.30388 -0.21497
N -1.92910 -0.64036 -0.82296
N 0.09520 0.13248 -0.16304
N -0.48130 0.47263 0.90281
H -3.60629 -0.10554 0.17502
H -2.06196 0.44754 2.26660
H -0.18855 -1.08339 -1.85161
H 3.37879 0.67393 0.75522
H 3.52923 -0.67741 -0.47275
H 2.96792 0.90659 -1.03239

Density functional theory data (the ωB97M-V functional and the def2-TZVPD basis) for an isolated ion of composition C4H6N3 and charge +1.

Net charge = +1
Kohn-Sham gap = 7.86 eV
Energy relative to the best compared isomer or geometry (same formula, charge and spin) = 400.32 kJ/mol

CARTESIAN COORDINATES (ANGSTROEM)
C 1.31358 -0.34781 0.15571
C 0.96524 0.76061 0.88559
N -0.14273 1.37135 1.22289
N -1.28323 1.28149 0.66562
C -1.73452 0.36538 -0.35451
N -1.16414 -0.56779 -0.92230
C 0.18505 -1.12804 -0.68872
H 2.28354 -0.73046 0.02959
H 1.63213 1.23917 1.67203
H -1.83918 2.02216 1.06966
H -2.76325 0.52212 -0.64077
H 0.60845 -1.54526 -1.59100
H 0.13732 -2.13928 -0.17977

> Which formula does entry 3 have?

C4H6N2S2

> Which value of energy relative to the best compared isomer or geometry (same formula, charge and spin) does entry 2 give?

379.73 kJ/mol